Run P
# C25H28N2O2

2 unconnected molecules or ions with the total composition C25H28N2O2 (ωB97M-V/def2-TZVPD, the Open Molecules 2025 dataset).

The SMILES is O=C1C(=Cc2cc3c4c(c2)CCCN4CCC3)C(=O)c2ccccc21.CN(C)C. The calculation puts the frontier orbital gap at 6.756 eV. The highest occupied orbital energy comes out at -7.321 eV. Its total charge is 0. For the molar mass, the calculation gives 388.51 g/mol.

Last column: natural (NBO) charge in e.
Geometry (Å):
O  2.82  0.23  4.54  -0.54
C  1.71  0.27  4.04  0.54
C  1.33  0.13  2.61  -0.27
C  2.20  -0.26  1.63  0.00
C  2.00  -0.43  0.22  -0.16
C  1.14  0.37  -0.56  -0.10
C  0.95  0.14  -1.91  -0.11
C  1.62  -0.95  -2.56  0.30
C  2.53  -1.73  -1.79  -0.11
C  2.73  -1.44  -0.45  -0.13
C  3.27  -2.86  -2.44  -0.42
C  2.63  -3.33  -3.74  -0.40
C  2.23  -2.16  -4.61  -0.20
N  1.40  -1.21  -3.88  -0.43
C  0.70  -0.25  -4.72  -0.20
C  -0.45  0.40  -3.99  -0.40
C  0.02  1.02  -2.68  -0.41
C  -0.14  0.08  2.52  0.51
O  -0.78  -0.13  1.48  -0.55
C  -0.67  0.27  3.88  -0.05
C  -1.99  0.28  4.35  -0.20
C  -2.21  0.45  5.72  -0.19
C  -1.12  0.59  6.61  -0.19
C  0.20  0.56  6.13  -0.16
C  0.41  0.40  4.77  -0.14
H  3.18  -0.58  1.99  0.22
H  0.63  1.22  -0.10  0.23
H  3.46  -2.02  0.11  0.21
H  3.32  -3.70  -1.74  0.22
H  4.31  -2.56  -2.64  0.21
H  1.75  -3.95  -3.51  0.21
H  3.33  -3.96  -4.30  0.22
H  1.65  -2.50  -5.47  0.20
H  3.13  -1.66  -5.00  0.18
H  1.40  0.53  -5.08  0.18
H  0.34  -0.79  -5.61  0.20
H  -0.89  1.17  -4.63  0.22
H  -1.23  -0.34  -3.78  0.21
H  -0.85  1.26  -2.05  0.23
H  0.51  1.98  -2.89  0.21
H  -2.82  0.17  3.65  0.23
H  -3.23  0.48  6.11  0.22
H  -1.30  0.73  7.67  0.22
H  1.06  0.66  6.79  0.23
C  -3.20  0.39  0.34  -0.43
N  -2.76  1.75  0.40  -0.45
C  -3.07  2.55  -0.77  -0.40
C  -2.97  2.44  1.64  -0.40
H  -2.64  -0.16  1.11  0.24
H  -4.29  0.25  0.52  0.15
H  -2.94  -0.02  -0.64  0.19
H  -2.65  3.55  -0.62  0.19
H  -2.61  2.08  -1.65  0.19
H  -4.15  2.65  -0.96  0.16
H  -2.59  3.47  1.53  0.20
H  -4.04  2.50  1.94  0.15
H  -2.42  1.93  2.45  0.20



Run Q
# C25H28N2O2

A single C25H28N2O2 molecule (ωB97M-V/def2-TZVPD, the Open Molecules 2025 dataset).

The SMILES is COc1cc(CNc2ccc(N3CCCC3)cc2)ccc1OCc1ccccc1. The calculation puts the frontier orbital gap at 7.452 eV. The highest occupied orbital energy comes out at -6.672 eV. Its total charge is 0. For the molar mass, the calculation gives 388.51 g/mol.

Last column: natural (NBO) charge in e.
Geometry (Å):
C  -1.76  -5.20  1.06  -0.25
O  -2.50  -4.18  0.43  -0.53
C  -1.82  -3.11  -0.10  0.30
C  -0.44  -3.11  -0.28  -0.30
C  0.23  -2.04  -0.88  -0.04
C  1.73  -2.06  -1.02  -0.23
N  2.37  -1.06  -0.17  -0.60
C  2.43  0.28  -0.56  0.13
C  2.74  0.67  -1.85  -0.26
C  2.88  2.01  -2.18  -0.21
C  2.71  3.01  -1.23  0.14
N  2.81  4.34  -1.56  -0.42
C  3.00  5.38  -0.56  -0.21
C  3.65  6.54  -1.33  -0.41
C  3.15  6.32  -2.75  -0.40
C  3.17  4.80  -2.88  -0.21
C  2.39  2.61  0.08  -0.24
C  2.25  1.28  0.40  -0.24
C  -0.51  -0.95  -1.29  -0.23
C  -1.88  -0.92  -1.09  -0.22
C  -2.55  -1.98  -0.50  0.23
O  -3.90  -1.79  -0.38  -0.50
C  -4.68  -2.60  0.48  -0.10
C  -4.21  -2.62  1.91  0.06
C  -4.55  -3.70  2.72  -0.25
C  -4.12  -3.74  4.04  -0.20
C  -3.33  -2.72  4.55  -0.23
C  -3.00  -1.65  3.74  -0.20
C  -3.44  -1.60  2.43  -0.25
H  -2.51  -5.85  1.52  0.20
H  -1.11  -4.80  1.84  0.18
H  -1.17  -5.78  0.34  0.18
H  0.14  -3.96  0.03  0.21
H  2.12  -3.04  -0.73  0.20
H  2.01  -1.87  -2.05  0.21
H  2.08  -1.16  0.79  0.37
H  2.90  -0.07  -2.62  0.21
H  3.13  2.26  -3.20  0.20
H  3.64  5.03  0.26  0.19
H  2.04  5.69  -0.14  0.18
H  3.38  7.51  -0.93  0.21
H  4.74  6.44  -1.30  0.20
H  3.77  6.81  -3.50  0.21
H  2.13  6.69  -2.85  0.20
H  2.46  4.44  -3.62  0.20
H  4.18  4.45  -3.16  0.17
H  2.23  3.35  0.85  0.21
H  2.01  1.01  1.41  0.20
H  -0.02  -0.10  -1.75  0.23
H  -2.46  -0.07  -1.40  0.22
H  -5.68  -2.13  0.43  0.20
H  -4.76  -3.62  0.09  0.19
H  -5.16  -4.50  2.32  0.21
H  -4.39  -4.58  4.66  0.21
H  -2.99  -2.76  5.57  0.21
H  -2.39  -0.85  4.13  0.21
H  -3.17  -0.75  1.81  0.22



Stability check: which of them is least stable? run Q.



Run P
# C5H6O

A single C5H6O molecule (ωB97M-V/def2-TZVPD, the Open Molecules 2025 dataset).

The SMILES is C#CCC(C)=O. The calculation puts the frontier orbital gap at 10.558 eV. The highest occupied orbital energy comes out at -9.684 eV. Its total charge is 0. For the molar mass, the calculation gives 82.10 g/mol.

Last column: natural (NBO) charge in e.
Geometry (Å):
C  2.26  0.26  0.81  -0.25
C  1.47  -0.24  0.06  0.00
C  0.42  -0.82  -0.78  -0.59
C  -0.96  -0.58  -0.17  0.62
C  -1.29  0.84  0.23  -0.73
O  -1.74  -1.49  -0.01  -0.52
H  2.97  0.70  1.48  0.24
H  0.43  -0.36  -1.78  0.25
H  0.55  -1.90  -0.91  0.26
H  -2.37  1.00  0.15  0.24
H  -0.74  1.58  -0.36  0.22
H  -1.00  0.99  1.28  0.25



Run Q
# C5H6O

A single C5H6O molecule (ωB97M-V/def2-TZVPD, the Open Molecules 2025 dataset).

The calculation puts the frontier orbital gap at 8.790 eV. The highest occupied orbital energy comes out at -8.709 eV. Its total charge is 0. For the molar mass, the calculation gives 82.10 g/mol.

Last column: natural (NBO) charge in e.
Geometry (Å):
C  2.69  -0.67  0.21  -0.22
C  1.57  -0.65  -0.22  -0.02
C  0.19  -0.61  -0.70  -0.49
C  -0.69  0.11  0.29  -0.07
C  -2.22  1.52  -0.05  0.19
O  -2.01  0.21  -0.28  -0.54
H  3.70  -0.69  0.58  0.24
H  -0.19  -1.62  -0.88  0.24
H  0.13  -0.07  -1.66  0.25
H  -0.73  -0.31  1.30  0.21
H  -0.32  1.15  0.34  0.19
H  -2.12  1.63  1.08  0.04



Run R
# C5H6O

A single C5H6O molecule (ωB97M-V/def2-TZVPD, the Open Molecules 2025 dataset).

The SMILES is C#CCCC=O. The calculation puts the frontier orbital gap at 10.603 eV. The highest occupied orbital energy comes out at -9.767 eV. Its total charge is 0. For the molar mass, the calculation gives 82.10 g/mol.

Last column: natural (NBO) charge in e.
Geometry (Å):
C  -2.08  -1.56  0.21  -0.23
C  -1.37  -0.62  -0.08  -0.01
C  -0.63  0.60  -0.26  -0.49
C  0.65  0.66  0.55  -0.47
C  1.71  -0.07  -0.35  0.44
O  2.22  -1.11  0.05  -0.50
H  -2.63  -2.45  0.14  0.23
H  -0.16  0.69  -1.27  0.22
H  -1.17  1.52  0.00  0.24
H  0.95  1.62  0.64  0.21
H  0.62  0.16  1.56  0.23
H  1.88  0.57  -1.20  0.11



Stability check: which of them is least stable? run Q.



Run P
# C5H6O

A single C5H6O molecule (ωB97M-V/def2-TZVPD, the Open Molecules 2025 dataset).

The calculation puts the frontier orbital gap at 10.669 eV. The highest occupied orbital energy comes out at -9.522 eV. Its total charge is 0. For the molar mass, the calculation gives 82.10 g/mol.

Last column: natural (NBO) charge in e.
Geometry (Å):
C  0.94  -0.24  0.96  -0.41
C  0.22  -0.97  -0.24  0.03
C  0.38  0.87  0.02  0.09
C  -1.22  0.68  0.26  -0.20
C  -1.31  -0.59  0.01  -0.26
H  0.79  -0.41  1.97  0.21
H  2.04  -0.09  0.46  0.22
H  0.46  -2.02  -0.47  0.21
H  0.84  1.96  -0.22  0.18
H  -1.89  1.50  0.25  0.21
H  -2.21  -1.06  -0.39  0.23
O  0.74  0.20  -0.95  -0.50



Run Q
# C5H6O

A molecular structure, C5H6O (ωB97M-V/def2-TZVPD, the Open Molecules 2025 dataset).

The calculation puts the frontier orbital gap at 9.623 eV. The highest occupied orbital energy comes out at -8.727 eV. Its total charge is 0. For the molar mass, the calculation gives 82.10 g/mol.

Last column: natural (NBO) charge in e.
Geometry (Å):
C  1.24  0.33  0.16  -0.46
C  0.66  -1.11  -0.13  -0.28
C  -0.63  -1.23  0.05  0.12
C  -1.21  0.80  0.04  0.15
C  0.04  1.11  0.01  -0.33
H  1.57  0.34  1.19  0.22
H  1.95  0.46  -0.74  0.23
H  1.36  -1.96  -0.16  0.23
H  -1.18  -2.12  0.05  0.18
H  -2.14  1.61  -0.49  0.19
H  0.03  2.20  -0.11  0.22
O  -1.69  -0.43  0.13  -0.47



Run R
# C5H6O

A single C5H6O molecule (ωB97M-V/def2-TZVPD, the Open Molecules 2025 dataset).

The calculation puts the frontier orbital gap at 9.245 eV. The highest occupied orbital energy comes out at -8.153 eV. Its total charge is 0. For the molar mass, the calculation gives 82.10 g/mol.

Last column: natural (NBO) charge in e.
Geometry (Å):
O  1.39  0.13  1.76  -0.65
C  0.44  -0.14  0.86  0.33
C  0.66  -1.00  -0.33  -0.47
C  0.03  0.28  -0.83  -0.11
C  -1.40  0.39  -0.50  -0.46
C  -0.60  0.79  0.72  -0.28
H  1.71  -1.17  -0.60  0.24
H  0.06  -1.90  -0.45  0.23
H  0.61  1.01  -1.39  0.24
H  -1.96  -0.55  -0.48  0.21
H  -1.96  1.22  -0.91  0.23
H  1.02  0.94  2.15  0.50



Stability check: which of them is least stable? run P.



Run P
# C5H6O

A single C5H6O molecule (ωB97M-V/def2-TZVPD, the Open Molecules 2025 dataset).

The SMILES is C#CC(=O)CC. The calculation puts the frontier orbital gap at 10.666 eV. The highest occupied orbital energy comes out at -10.321 eV. Its total charge is 0. For the molar mass, the calculation gives 82.10 g/mol.

Last column: natural (NBO) charge in e.
Geometry (Å):
C  -0.64  0.14  2.98  -0.14
C  -0.68  -0.09  1.80  -0.13
C  -0.68  -0.38  0.36  0.52
O  -1.36  -1.27  -0.09  -0.50
C  0.22  0.49  -0.49  -0.49
C  0.68  -0.22  -1.75  -0.61
H  -0.63  0.33  4.03  0.24
H  -0.37  1.38  -0.74  0.24
H  1.06  0.85  0.11  0.22
H  1.25  0.45  -2.40  0.21
H  -0.18  -0.61  -2.31  0.23
H  1.32  -1.07  -1.50  0.21



Run Q
# C5H6O

A single C5H6O molecule (ωB97M-V/def2-TZVPD, the Open Molecules 2025 dataset).

The SMILES is C#CC(=C)CO. The calculation puts the frontier orbital gap at 10.079 eV. The highest occupied orbital energy comes out at -9.385 eV. Its total charge is 0. For the molar mass, the calculation gives 82.10 g/mol.

Last column: natural (NBO) charge in e.
Geometry (Å):
C  -1.97  -1.29  0.09  -0.20
C  -1.04  -0.50  -0.03  -0.06
C  -0.02  0.51  0.02  -0.12
C  -0.32  1.79  -0.18  -0.35
C  1.33  -0.16  0.27  -0.09
O  1.40  -1.48  -0.22  -0.69
H  -2.79  -2.03  0.03  0.25
H  -1.42  1.98  -0.11  0.22
H  0.41  2.64  -0.16  0.22
H  1.35  -0.47  1.29  0.20
H  2.14  0.48  0.06  0.18
H  0.93  -1.46  -1.06  0.46



Run R
# C5H6O

A single C5H6O molecule (ωB97M-V/def2-TZVPD, the Open Molecules 2025 dataset).

The calculation puts the frontier orbital gap (spin up / spin down) at 7.544 / 7.579 eV. The highest occupied orbital energy (spin up / spin down) comes out at -8.334 / -8.428 eV. Its total charge is 0. For the molar mass, the calculation gives 82.10 g/mol.

Last column: natural (NBO) charge in e.
Geometry (Å):
C  1.10  -2.32  0.27  -0.29
C  0.54  -1.10  0.40  -0.39
C  0.57  -0.01  -0.55  0.14
C  -0.65  0.75  -0.66  -0.13
C  -0.64  2.11  -0.03  -0.06
O  -0.61  1.97  -1.41  -0.47
H  1.07  -3.01  1.11  0.20
H  0.03  -0.91  1.35  0.21
H  1.54  -2.69  -0.65  0.20
H  -1.63  0.27  -0.70  0.20
H  0.27  2.48  0.45  0.20
H  -1.58  2.46  0.41  0.19



Run S
# C5H6O

A molecular structure, C5H6O (ωB97M-V/def2-TZVPD, the Open Molecules 2025 dataset).

The calculation puts the frontier orbital gap at 8.622 eV. The highest occupied orbital energy comes out at -8.103 eV. Its total charge is 0. For the molar mass, the calculation gives 82.10 g/mol.

Last column: natural (NBO) charge in e.
Geometry (Å):
C  -0.19  -1.12  0.79  -0.11
C  -0.17  0.16  -0.69  0.03
C  1.06  0.51  1.21  0.19
C  0.74  0.97  -0.06  -0.36
C  -1.05  0.15  -1.67  -0.48
O  0.97  -0.83  1.52  -0.48
H  -0.11  -2.06  0.25  0.19
H  -1.10  -0.98  1.37  0.19
H  1.55  1.11  1.97  0.19
H  1.23  1.81  -0.52  0.23
H  -1.44  -0.78  -2.09  0.21
H  -1.47  1.07  -2.07  0.21



Stability check: which of them is least stable? run R.